No. 1
79
Properties=species:S:1:pos:R:3:forces:R:3:lowdin_charge:R:1 method="wB97M-V/def2-TZVPD" multiplicity=1 max_force_ev_per_a=5.914 total_charge=-1 e_tot_ha=-4377.18321
F -6.667 -4.962 -9.361 0.0 0.3 -0.1 0.08
N -1.041 -0.452 0.471 -0.5 -0.3 -1.0 -0.38
F 2.504 2.701 1.889 0.0 -0.4 -0.1 0.09
H -6.785 -1.292 -6.863 0.2 -0.2 -0.1 0.15
H -0.527 -3.598 -1.098 -0.5 1.3 1.4 0.14
C -1.435 -1.627 -0.354 0.7 -0.6 -1.4 -0.28
O -3.796 -1.990 0.974 1.8 -0.9 -1.4 0.08
C -6.687 -2.356 -6.631 0.0 0.8 0.4 -0.05
O 5.939 1.799 2.036 -0.3 -1.5 0.3 0.04
H 7.278 -0.151 0.678 0.0 0.2 0.2 0.17
F 7.704 0.928 3.038 0.1 -0.4 -0.3 0.14
O 2.625 6.966 3.449 0.1 0.4 1.5 0.04
F 3.556 -0.565 2.752 0.1 0.1 -0.1 0.09
H 4.444 8.825 4.269 -0.2 0.0 -0.1 0.18
O -3.754 -2.443 -1.437 1.2 -0.3 2.3 -0.04
C -6.976 -4.461 -8.135 -0.2 -0.6 -0.5 -0.30
F 2.467 3.491 4.169 -0.3 0.3 0.8 0.09
H -3.445 -3.699 -4.685 -0.2 0.2 0.1 0.18
H -7.658 -2.637 -6.216 0.2 -0.3 -0.1 0.14
F 1.469 7.695 5.246 0.3 0.4 0.2 0.14
F -1.242 -3.763 0.853 1.1 0.7 -0.6 -0.11
O -1.042 0.067 -2.198 -0.3 -2.8 2.3 -0.08
F -6.717 -4.282 -4.991 0.2 -0.3 0.2 0.12
F 2.440 5.941 6.721 0.1 0.0 -0.2 0.09
F 2.927 3.836 6.841 0.0 -0.1 -0.3 0.09
C 1.969 -3.652 -0.630 -0.3 0.1 0.9 -0.11
C 2.228 4.753 6.121 0.0 -0.4 0.8 -0.30
F 7.141 -1.618 2.022 0.1 0.3 0.3 0.09
H 2.375 -3.117 -1.552 -0.7 -0.9 1.2 0.08
H -0.139 -0.053 0.164 -0.6 -0.4 0.4 0.06
C -5.617 -3.525 -4.792 -0.9 1.5 0.0 -0.49
C -0.540 -2.940 -0.150 0.1 0.2 -0.9 -0.21
C -1.212 -1.175 -1.907 0.4 0.3 -5.9 -0.50
H 0.913 5.882 4.009 0.2 0.0 0.3 0.15
F -4.150 -4.796 -6.185 -0.3 0.2 0.0 0.09
C 3.411 1.680 1.939 0.6 0.2 -0.6 -0.43
H 1.376 -4.600 -0.892 1.0 1.4 0.1 0.08
F -6.934 -2.272 -8.957 -0.4 -0.3 0.1 0.09
H 4.678 2.187 3.673 -0.1 -0.3 -0.2 0.14
H -3.673 -4.413 -0.491 -0.1 1.0 -1.3 0.10
F -5.727 -3.037 -3.536 0.3 -0.3 -0.5 0.15
C 3.723 8.487 5.017 0.7 0.2 0.3 -0.28
F 3.671 1.350 0.651 -0.1 -0.2 0.3 0.14
C -3.663 -3.883 -1.520 0.3 -1.2 0.2 -0.11
C 0.991 -2.670 0.229 0.3 -1.1 0.5 -0.17
O -1.240 -2.076 -2.955 0.1 2.1 5.3 -0.17
C 2.756 0.517 2.683 -0.9 -0.5 0.1 -0.29
F 5.759 0.200 3.620 0.4 -0.4 -0.2 0.14
C 6.624 -0.484 1.488 0.0 -0.5 -0.7 -0.28
H 1.167 4.503 6.206 0.0 0.0 -0.2 0.18
H 2.468 0.805 3.698 0.1 0.2 0.0 0.17
F -5.059 -3.058 -8.192 -0.3 -0.3 0.0 0.13
H 1.907 5.233 2.751 0.2 0.0 0.2 0.15
C 4.693 2.250 2.582 0.3 0.8 0.1 -0.05
F 1.905 9.045 3.624 0.5 0.1 0.2 0.14
H 1.111 -2.908 1.353 -0.2 0.4 -1.7 0.11
H -3.256 -2.441 1.664 -0.3 0.9 -0.5 0.08
C 2.686 4.745 4.664 0.4 0.5 -0.6 -0.42
H -2.660 -4.184 -2.006 -1.6 0.5 0.4 0.10
H 2.845 -3.988 0.030 -1.1 0.6 -1.0 0.06
H -8.065 -4.453 -8.045 0.0 0.2 0.0 0.17
H 4.685 3.323 2.369 0.0 -0.2 -0.2 0.14
F 1.634 0.117 2.035 0.4 0.5 -0.1 0.03
O -5.652 -2.399 -5.645 -0.1 -1.5 -0.3 0.04
C 6.479 0.603 2.557 -0.6 1.7 0.6 -0.51
F 5.430 -0.814 0.954 0.1 0.3 0.2 0.10
C 2.420 8.029 4.355 -1.0 -1.1 -1.2 -0.51
F 4.292 7.492 5.731 -0.2 0.0 -0.2 0.10
C -6.394 -3.057 -7.975 0.8 0.5 0.4 -0.44
F 4.024 4.952 4.572 -0.1 0.0 0.3 0.13
F -4.310 -5.401 -4.103 -0.5 0.1 -0.1 0.08
F -6.475 -5.331 -7.239 0.0 0.2 0.0 0.09
Cl -1.059 -0.777 2.166 0.1 -0.1 0.1 0.63
F 3.490 9.505 5.883 -0.3 0.0 -0.2 0.09
C 1.957 5.728 3.725 -0.3 0.0 -0.9 -0.03
H -4.561 -4.303 -2.086 1.5 0.8 0.8 0.08
C -4.312 -4.321 -4.927 1.0 -0.1 0.1 -0.26
B -3.030 -2.009 -0.248 -1.6 -0.6 -0.2 -0.46
H 1.340 -1.597 0.082 -0.8 -1.3 0.1 0.10

***

No. 2
53
Properties=species:S:1:pos:R:3:forces:R:3:lowdin_charge:R:1 method="wB97M-V/def2-TZVPD" multiplicity=1 e_above_lowest_kj_mol=3.73 max_force_ev_per_a=0.917
O -2.850 -1.481 1.861 -0.1 0.0 -0.1 0.12
C -0.092 -0.349 1.711 0.0 0.2 0.0 -0.03
C -0.674 -0.029 0.490 0.0 0.1 0.2 -0.19
H -4.868 -0.241 2.889 -0.1 -0.1 0.0 0.10
Cl -1.441 1.806 -1.366 -0.1 0.2 -0.2 0.80
O 1.293 -1.688 -0.527 -0.3 0.0 -0.1 0.04
C -2.780 -0.961 -0.440 0.3 -0.1 -0.4 -0.05
H -5.320 -1.912 2.507 0.0 0.1 0.0 0.10
C -5.364 -0.879 2.155 0.0 -0.1 0.4 -0.05
Cl -0.133 3.940 0.414 0.1 0.2 0.1 0.67
H -0.080 -1.380 2.025 0.0 -0.1 0.0 0.13
H -0.811 0.151 -4.606 0.0 0.1 0.0 0.10
H 3.702 1.498 2.527 -0.1 0.0 0.0 0.13
C 0.815 -1.394 -1.776 0.5 -0.1 -0.5 -0.39
H -3.188 -0.509 -3.635 0.1 -0.1 0.2 0.15
H 5.449 1.028 0.063 0.0 -0.1 0.0 0.11
O 3.215 -1.004 2.162 0.0 -0.1 0.1 0.12
H 5.897 0.620 1.724 0.0 -0.1 0.0 0.12
C -3.425 -1.096 0.867 -0.3 -0.1 0.2 -0.43
C -0.697 1.308 0.107 0.1 0.0 0.2 -0.57
C 0.463 0.621 2.522 -0.1 -0.1 0.0 -0.07
C 3.359 -0.191 1.292 0.0 0.3 0.3 -0.50
H -5.188 0.400 -1.285 -0.1 0.0 0.0 0.10
H 3.164 -1.998 -1.318 -0.2 0.1 0.3 0.15
O -4.733 -0.760 0.889 0.1 0.1 -0.3 -0.06
O 3.163 -0.451 -0.017 -0.1 0.1 -0.4 0.06
C 2.680 -1.728 -0.372 0.6 -0.7 -0.1 -0.15
H -6.395 -0.567 2.010 0.0 0.0 0.0 0.09
H 0.187 -1.270 -4.310 -0.1 0.0 -0.1 0.07
H -1.471 -1.459 -4.926 -0.1 0.0 0.0 0.09
C 0.459 1.946 2.124 -0.1 0.1 -0.1 -0.11
N -2.695 -0.710 -2.777 -0.2 0.1 -0.3 0.09
C -1.270 -1.129 -0.371 -0.1 0.0 0.0 -0.16
C -0.825 -0.884 -4.263 0.2 -0.1 0.0 0.01
H 0.894 2.718 2.738 0.0 0.1 0.0 0.11
H 0.911 0.343 3.463 0.1 0.0 0.1 0.11
C 5.327 1.319 1.108 -0.1 0.2 0.0 -0.24
H 6.906 2.787 1.043 0.1 0.1 0.0 0.07
H 2.895 -2.444 0.429 -0.1 0.2 -0.2 0.15
C -0.123 2.286 0.915 0.1 0.0 0.1 -0.68
C -1.346 -0.931 -2.866 0.6 -0.3 0.2 -0.25
C 5.855 2.733 1.316 0.0 -0.2 -0.1 -0.11
H 5.303 3.440 0.701 0.0 0.1 -0.1 0.07
C -4.884 -0.520 -1.780 -0.1 0.1 -0.1 0.00
O 1.546 -1.366 -2.740 0.0 0.1 0.2 0.10
H 3.259 1.885 0.843 -0.1 0.0 0.0 0.12
H 5.753 3.030 2.357 0.0 0.1 0.1 0.07
H -5.146 -0.457 -2.834 0.0 0.0 -0.1 0.08
C 3.842 1.222 1.482 0.2 -0.2 -0.1 -0.11
H -1.055 -2.071 0.148 0.0 0.2 0.0 0.15
H -5.446 -1.331 -1.323 0.0 0.0 -0.1 0.09
C -3.416 -0.734 -1.609 0.0 -0.2 0.6 -0.24
C -0.620 -1.158 -1.744 -0.7 -0.1 0.1 -0.06

***

No. 3
87
Properties=species:S:1:pos:R:3:forces:R:3:lowdin_charge:R:1 method="wB97M-V/def2-TZVPD" multiplicity=1 max_force_ev_per_a=5.124 total_charge=+1 e_tot_ha=-6430.29082
O -8.384 -3.230 -3.625 0.8 -0.7 0.2 -0.21
C -1.564 -2.117 -0.670 -2.1 -0.9 -1.0 -0.27
C -2.583 0.230 2.224 -1.2 0.6 0.4 -0.09
F 2.004 -1.547 -3.353 -2.5 2.1 0.1 0.12
C 1.683 2.179 -5.754 0.5 -0.1 -2.4 -0.22
H 4.194 3.957 4.969 0.0 -0.1 0.1 0.12
F 0.100 1.662 -3.459 1.5 -1.9 -0.2 0.12
C -0.748 -1.925 1.913 -2.0 -1.5 1.0 -0.51
O -7.146 -5.398 -3.321 -0.2 0.9 -0.3 -0.24
H -4.274 -3.981 -3.407 0.1 0.1 0.0 0.13
S 1.761 2.695 5.968 0.8 0.6 0.4 0.61
Cl 0.425 -3.260 1.624 -0.8 1.4 0.1 0.76
O 5.152 7.798 4.348 0.1 -0.9 0.7 -0.20
H -0.192 -0.110 1.206 0.1 0.0 0.8 0.18
S 1.689 -1.183 5.290 -0.1 1.0 -5.0 0.87
F 1.105 4.205 -4.365 1.3 -0.9 -2.2 0.13
F 0.528 4.156 -6.522 2.0 -0.7 1.9 0.11
F 2.702 4.356 -6.047 -2.3 -0.9 1.7 0.14
C 1.505 -0.844 3.688 -1.2 0.0 2.7 -0.56
H -0.782 1.338 2.930 0.0 -1.7 0.3 0.19
F 0.486 1.669 -6.255 2.0 0.5 1.6 0.12
N -0.164 -0.550 2.159 -0.8 -0.3 -1.6 -0.10
C 6.364 8.152 7.584 0.5 -0.2 0.5 -0.16
F -1.533 -0.648 -3.605 2.2 -0.9 1.8 0.10
H -2.866 0.014 0.130 0.3 -0.2 0.4 0.13
F -0.779 0.204 -1.150 0.0 -2.6 0.1 0.08
O 5.515 5.640 5.584 0.4 1.1 -0.4 -0.25
O 3.326 2.307 5.826 -1.1 -0.2 0.5 -0.20
C 4.117 3.496 5.954 0.1 0.6 -0.4 -0.19
O 1.177 1.858 6.971 0.1 0.2 -1.0 -0.25
H 6.623 7.322 8.248 0.0 0.1 0.0 0.13
F -2.782 -1.912 -1.404 2.1 0.2 1.2 0.06
H -5.721 -1.886 -5.121 0.1 0.0 0.0 0.14
H -5.024 -6.648 -4.356 0.2 0.0 -0.1 0.11
C 2.274 1.421 -4.487 2.4 -0.4 0.0 -0.20
F 3.093 2.300 -3.733 -1.9 -1.3 -1.7 0.10
H -4.799 -8.901 -2.906 0.2 -0.1 -0.1 0.14
C -4.385 -7.512 -4.536 -0.6 -0.4 -0.1 -0.17
F 2.631 1.991 -6.793 -1.9 0.4 2.1 0.10
O 7.270 7.391 5.565 -0.8 -0.7 0.2 -0.18
F 1.798 0.943 -2.177 -1.3 -0.5 -2.2 0.08
O 1.209 2.825 4.649 -0.1 -0.4 0.7 -0.26
C -1.938 -1.764 0.834 -0.9 -2.0 0.5 -0.18
F -1.375 -0.108 4.276 1.2 -0.2 -2.1 0.03
C -5.358 -2.902 -4.946 0.2 0.6 0.0 -0.16
O 1.960 4.178 6.581 -0.3 -0.9 -0.8 -0.18
O -2.825 -8.957 -3.563 0.2 0.2 -0.8 -0.19
N 1.177 -0.473 2.507 2.3 -0.8 3.1 0.06
C -1.151 0.255 2.936 -2.2 2.8 0.9 -0.21
C 1.529 3.765 -5.607 -1.0 1.5 -1.6 -0.37
S 5.690 7.057 5.446 0.5 0.9 -0.1 0.67
C 3.338 4.379 6.917 0.5 -0.2 0.5 -0.16
C 1.203 0.810 -3.467 1.1 1.2 2.0 -0.22
N -2.728 -0.526 0.982 1.7 0.1 -0.2 -0.01
C -0.438 -1.293 -2.977 -1.0 -1.4 -2.1 -0.21
H 6.149 9.038 8.181 -0.2 -0.1 -0.2 0.14
O -6.461 -3.799 -5.083 -0.1 -0.4 0.8 -0.19
S -7.182 -4.002 -3.645 -0.1 0.1 -0.1 0.65
F 0.785 -1.361 -0.806 -2.6 0.0 -1.1 0.08
O -1.685 -9.002 -5.762 0.1 0.6 0.9 -0.22
H -4.581 -3.139 -5.673 -0.2 -0.2 0.0 0.14
C -4.878 -3.075 -3.514 0.4 -0.4 -0.3 -0.18
H 3.485 4.061 7.953 0.0 0.0 -0.1 0.14
H 7.341 9.374 6.082 0.0 0.0 0.1 0.14
O -0.959 -7.382 -3.985 -0.5 -0.4 -0.6 -0.24
F 3.177 0.452 -4.985 -2.2 1.5 1.3 0.11
C 0.890 -0.731 -3.650 0.9 -1.2 -2.6 -0.21
F -0.533 -2.633 -3.428 0.3 2.5 1.5 0.11
S -1.972 -8.130 -4.667 -0.1 -0.2 0.0 0.64
F -1.331 -3.496 -0.875 0.3 3.2 0.8 0.08
H -2.877 1.321 2.030 0.5 -1.6 0.2 0.16
H -4.880 -8.189 -5.237 0.0 0.0 0.1 0.14
O 5.216 7.772 6.821 0.1 -0.2 -0.9 -0.19
C -0.501 -1.179 -1.378 1.4 1.1 -0.3 -0.20
H 8.457 8.328 6.994 -0.1 -0.2 -0.2 0.14
H 3.603 5.428 6.820 -0.3 -0.1 -0.1 0.11
O -6.068 -3.243 -2.742 -0.6 0.0 -0.5 -0.19
H -3.773 -7.516 -2.455 -0.1 0.0 0.0 0.13
H 5.114 3.258 6.321 -0.2 -0.2 0.0 0.14
C 7.461 8.399 6.561 -0.1 0.7 0.1 -0.16
H -4.308 -2.217 -3.161 -0.3 0.0 0.1 0.11
C -4.013 -8.229 -3.250 -0.2 0.5 0.3 -0.17
H -1.290 -2.205 2.887 1.0 0.5 -1.3 0.15
F 0.703 -0.922 -5.049 0.0 0.5 2.6 0.10
H -2.666 -2.609 1.132 1.4 0.8 -0.7 0.19
H -3.371 -0.147 2.972 1.5 0.4 -0.7 0.15
O -3.144 -7.102 -5.114 0.6 -0.2 0.5 -0.20

***

No. 4
55
Properties=species:S:1:pos:R:3:forces:R:3:lowdin_charge:R:1 method="wB97M-V/def2-TZVPD" multiplicity=1 e_above_lowest_kj_mol=21.38 max_force_ev_per_a=1.026
C 0.727 5.064 -0.202 0.4 0.2 0.3 -0.06
C -0.911 3.512 -0.987 -0.1 -0.3 0.1 -0.20
H 4.449 0.130 1.789 0.0 0.1 0.0 0.07
C 2.531 -0.876 -0.862 0.0 -0.2 -0.1 -0.63
H -1.170 -3.600 -0.157 0.0 -0.1 -0.3 0.12
H 1.750 -3.784 -2.407 0.0 0.0 0.0 0.11
C 3.761 0.836 2.265 0.3 0.3 -0.2 -0.13
H 1.429 5.720 -0.718 0.0 -0.1 0.0 0.09
S 1.299 0.505 1.255 0.1 0.2 0.3 0.66
O -0.175 4.625 -1.202 -0.4 -0.1 -0.1 -0.05
H -0.800 2.259 2.764 -0.1 0.1 0.0 0.07
C -2.281 1.068 -0.825 0.2 0.8 -0.1 -0.22
C 2.629 -1.953 -1.736 -0.1 0.3 0.3 -0.07
C 1.685 -2.961 -1.714 -0.1 -0.1 0.0 0.02
C -3.020 -2.600 -1.203 0.1 -0.3 0.4 -0.49
C -2.757 -0.273 -0.652 -0.2 -0.9 -0.3 0.00
H -2.911 -1.018 -2.660 0.1 0.1 -0.1 0.11
C -1.318 3.019 0.274 -0.1 0.2 -0.2 -0.21
H -0.881 3.941 3.357 -0.1 -0.1 0.0 0.10
C -2.345 -4.734 -1.980 0.1 -0.3 0.1 -0.06
H -2.847 -0.605 0.376 0.0 -0.1 0.1 0.13
C -2.966 -1.210 -1.602 0.0 0.5 0.2 0.01
H 0.213 5.621 0.584 0.1 -0.1 -0.1 0.09
C 0.613 -2.897 -0.823 0.5 0.3 -0.1 -0.19
C 1.495 -0.832 0.056 0.0 0.4 0.4 -0.26
C -1.295 3.226 2.647 0.0 -0.1 0.2 -0.06
H 2.807 -0.917 4.092 0.0 0.0 0.0 0.10
Cl 3.672 0.403 -0.950 0.5 0.1 -0.3 0.77
C 2.371 -0.998 3.096 -0.2 -0.4 0.2 -0.10
C -0.817 -4.589 -1.900 -0.5 -0.1 0.1 -0.41
C -1.984 1.810 0.327 -0.1 -0.1 -0.2 0.03
O 1.530 1.778 0.643 0.2 -0.2 0.0 -0.29
N -0.443 -3.802 -0.840 -0.1 0.0 0.5 0.14
N 2.442 0.282 2.439 -0.7 0.2 -0.7 -0.33
C -1.301 2.821 -2.136 0.1 0.2 0.2 0.01
H -2.617 -5.370 -2.822 0.1 0.1 0.1 0.14
O -0.063 -5.042 -2.723 0.1 -0.1 -0.2 0.10
O 0.031 0.290 1.890 0.0 -0.5 0.0 -0.30
H 1.321 -1.262 3.185 0.0 -0.2 0.2 0.08
H -2.370 3.119 2.829 0.0 0.0 0.0 0.10
H -2.223 1.100 -2.978 0.0 -0.1 -0.1 0.11
H 4.160 1.119 3.240 0.0 0.0 0.0 0.09
H -2.770 -5.114 -1.045 0.1 0.0 -0.2 0.13
H 3.662 1.726 1.649 0.2 0.0 0.0 0.07
H 2.901 -1.781 2.537 0.0 0.0 0.0 0.10
H 1.260 4.218 0.236 0.0 0.1 0.0 0.08
O -1.047 3.777 1.373 0.1 0.1 -0.4 -0.10
O -2.847 -3.431 -2.264 -0.2 0.3 -0.1 0.01
H -0.267 -1.746 0.781 -0.2 -0.1 0.1 0.12
C -1.972 1.623 -2.070 -0.1 -0.1 0.3 -0.02
O -3.055 -3.016 -0.059 -0.2 0.0 -0.1 0.06
H 3.444 -1.988 -2.441 0.1 0.0 -0.1 0.11
C 0.546 -1.833 0.078 -0.1 -0.2 -0.1 0.01
H -2.258 1.392 1.281 0.0 0.0 0.1 0.11
H -1.016 3.245 -3.086 0.1 0.1 -0.1 0.12